[1]
# C25H60N6O3P

A 3-piece molecular cluster, C25H60N6O3P overall at a distorted geometry (ωB97M-V with the def2-TZVPD basis set, the OMol25 dataset).

```
95
Properties=species:S:1:pos:R:3:mulliken_charge:R:1
C 5.601 3.544 2.386 -0.81
C 6.278 3.248 0.952 -0.57
P 5.228 2.177 -0.215 0.26
C 5.773 2.704 -1.952 -1.05
N 3.467 2.509 0.037 -0.09
C 2.539 1.906 -0.729 -0.68
N 3.047 1.039 -1.784 -0.04
C 2.940 -0.422 -1.504 -0.71
C 3.508 -0.917 -0.093 -0.07
C 2.370 -1.893 0.535 -0.40
N 2.634 -2.273 1.955 -0.45
N 1.150 2.244 -0.441 0.52
C 0.167 1.284 -1.029 -0.24
C -1.352 1.781 -1.043 -0.87
C -2.026 1.922 0.412 -0.64
C -3.219 0.825 0.556 -0.25
O -3.679 0.671 1.918 -0.55
C 0.933 3.657 -0.883 -0.50
C 0.164 4.445 0.305 0.37
O -0.945 4.998 0.091 -0.54
O 0.767 4.438 1.578 -0.46
H 6.289 3.122 3.191 0.31
H 4.576 3.032 2.393 0.19
H 5.503 4.689 2.482 0.24
H 7.227 2.621 1.160 0.34
H 6.666 4.203 0.430 0.39
H 6.908 2.492 -1.998 0.38
H 5.308 2.033 -2.756 0.28
H 5.596 3.803 -2.194 0.36
H 3.157 3.196 0.751 0.39
H 2.717 1.311 -2.719 0.38
H 1.859 -0.762 -1.632 0.37
H 3.548 -0.960 -2.326 0.43
H 4.436 -1.571 -0.282 0.31
H 3.807 -0.100 0.638 0.05
H 2.357 -2.845 -0.115 0.17
H 1.322 -1.443 0.452 0.14
H 1.699 -2.423 2.381 0.26
H 3.060 -1.442 2.402 0.22
H 0.187 0.336 -0.367 -0.24
H 0.477 0.949 -2.078 0.35
H -1.512 2.725 -1.687 0.33
H -1.952 0.958 -1.590 0.53
H -2.513 2.959 0.485 0.25
H -1.297 1.821 1.283 0.42
H -2.793 -0.175 0.158 0.37
H -4.084 1.081 -0.164 0.08
H -3.322 1.394 2.480 0.34
H 0.370 3.750 -1.883 0.30
H 1.909 4.252 -1.040 0.48
H 0.177 4.880 2.242 0.39
C -5.228 4.457 0.195 -1.02
C -6.732 4.547 -0.031 -0.38
N -7.142 4.270 -1.402 0.08
C -8.537 4.616 -1.668 -0.69
C -9.618 3.832 -0.922 -0.95
C -6.701 2.997 -1.961 -0.65
C -7.119 1.718 -1.234 -1.00
H -4.685 5.122 -0.482 0.34
H -4.989 4.754 1.221 0.47
H -4.855 3.438 0.059 -0.14
H -7.030 5.570 0.224 0.46
H -7.237 3.888 0.687 0.25
H -8.730 4.544 -2.743 0.35
H -8.671 5.680 -1.434 0.41
H -9.750 2.832 -1.335 0.23
H -10.578 4.346 -1.025 0.39
H -9.408 3.747 0.147 0.27
H -5.606 3.010 -2.022 0.32
H -7.023 2.928 -3.006 0.34
H -7.014 1.798 -0.150 0.23
H -6.485 0.887 -1.560 0.36
H -8.147 1.440 -1.465 0.32
C 4.020 -5.260 1.636 -1.14
C 3.672 -6.254 0.534 -0.41
N 3.678 -7.646 0.966 0.12
C 3.607 -8.594 -0.143 -0.66
C 2.335 -8.603 -0.992 -0.94
C 2.834 -7.968 2.112 -0.69
C 1.339 -7.671 2.000 -0.90
H 4.990 -5.491 2.085 0.33
H 4.074 -4.251 1.221 0.19
H 3.265 -5.244 2.425 0.26
H 4.424 -6.129 -0.254 0.42
H 2.707 -5.968 0.093 0.23
H 3.785 -9.607 0.233 0.35
H 4.455 -8.395 -0.811 0.38
H 1.508 -9.091 -0.475 0.22
H 2.512 -9.169 -1.911 0.39
H 2.022 -7.598 -1.285 0.25
H 3.222 -7.431 2.984 0.35
H 2.965 -9.025 2.373 0.36
H 1.137 -6.698 1.547 0.20
H 0.891 -7.663 2.998 0.37
H 0.817 -8.437 1.426 0.28
```

- largest force on an atom (eV/A) = 4.8
- total charge = +1
- HOMO level (hartree) = -0.3461
- LUMO (eV) = -4.022
- 2S+1 = 1
- electronic energy (eV) = -51259.558

***

[2]
# C25H62BNO15P4

A 4-piece molecular cluster, C25H62BNO15P4 overall at a distorted geometry (ωB97M-V with the def2-TZVPD basis set, the OMol25 dataset).

```
108
Properties=species:S:1:pos:R:3:mulliken_charge:R:1
C 4.787 1.417 1.053 -1.13
C 3.354 1.748 1.514 -0.42
C 2.448 2.088 0.332 0.14
C 0.947 2.252 0.717 -1.09
C 0.059 1.650 -0.397 -0.81
C -0.521 0.274 -0.067 -0.18
C 0.474 -0.738 0.535 0.30
P 0.957 -2.085 -0.666 0.39
C 1.785 -3.325 0.443 -0.66
C 2.991 -2.838 1.284 0.18
C 4.364 -3.141 0.688 0.01
C 4.711 -4.633 0.620 -1.15
N 4.178 -5.253 -0.600 0.52
C 4.893 -4.848 -1.818 -1.05
C 4.049 -6.664 -0.475 0.53
C 2.748 -7.116 0.175 -0.99
O 4.875 -7.455 -0.850 -0.59
B 2.271 -1.343 -1.880 0.49
O 3.473 -0.727 -1.493 -0.33
O 2.002 -1.403 -3.243 -0.86
C 2.075 -0.110 -3.873 0.17
C 3.368 0.054 -4.667 -1.25
H 5.099 2.085 0.251 0.32
H 4.848 0.397 0.667 0.06
H 5.464 1.495 1.904 0.43
H 2.950 0.910 2.086 0.26
H 3.420 2.610 2.184 0.37
H 2.549 1.289 -0.406 -0.46
H 2.777 3.021 -0.131 0.65
H 0.740 3.309 0.875 0.53
H 0.804 1.730 1.666 0.45
H 0.613 1.669 -1.337 0.16
H -0.789 2.327 -0.545 0.43
H -1.394 0.355 0.581 -0.13
H -0.899 -0.160 -1.000 0.38
H 1.364 -0.267 0.954 -0.87
H -0.007 -1.284 1.349 0.53
H 2.023 -4.192 -0.170 0.10
H 0.999 -3.644 1.132 0.48
H 2.923 -3.231 2.302 0.50
H 2.922 -1.752 1.387 -0.56
H 5.108 -2.670 1.340 0.41
H 4.489 -2.663 -0.283 -0.25
H 5.783 -4.824 0.743 0.39
H 4.211 -5.112 1.468 0.32
H 5.782 -4.265 -1.571 0.36
H 5.139 -5.694 -2.452 0.39
H 4.246 -4.182 -2.402 0.18
H 2.690 -8.196 0.211 0.36
H 2.690 -6.663 1.166 0.30
H 1.935 -6.686 -0.413 0.19
H 4.177 -1.133 -2.012 0.21
H 1.228 -0.036 -4.554 0.45
H 1.992 0.684 -3.127 -0.09
H 3.310 0.884 -5.369 0.43
H 3.548 -0.883 -5.197 0.28
H 4.210 0.236 -3.999 0.19
C -5.346 -4.796 0.840 -0.59
O -4.689 -5.014 -0.413 -0.35
P -3.326 -4.244 -0.661 0.86
O -2.299 -4.414 0.365 -0.66
O -3.744 -2.715 -0.875 0.20
C -4.912 -2.422 -1.648 -0.84
O -2.959 -4.757 -2.112 -0.39
C -1.732 -4.228 -2.645 -0.55
H -6.417 -4.892 0.671 0.25
H -5.022 -5.546 1.559 0.26
H -5.136 -3.801 1.235 0.22
H -5.757 -2.272 -0.974 0.26
H -5.146 -3.224 -2.348 0.36
H -4.735 -1.504 -2.203 0.27
H -1.775 -3.139 -2.673 0.23
H -1.609 -4.610 -3.655 0.34
H -0.889 -4.538 -2.030 0.18
C -2.623 6.402 0.534 -0.71
O -1.884 6.227 -0.685 -0.29
P -0.531 7.034 -0.826 1.20
O 0.439 6.860 0.252 -0.73
O -0.970 8.555 -1.027 -0.37
C -2.074 8.861 -1.885 -0.69
O -0.058 6.559 -2.263 -0.29
C 1.189 7.082 -2.734 -0.72
H -3.679 6.288 0.303 0.26
H -2.328 5.641 1.253 0.26
H -2.456 7.393 0.960 0.36
H -2.979 8.963 -1.287 0.25
H -2.224 8.092 -2.641 0.33
H -1.863 9.809 -2.376 0.28
H 1.158 8.172 -2.774 0.31
H 1.344 6.692 -3.737 0.25
H 2.004 6.760 -2.088 0.30
C -3.438 3.677 4.985 -0.72
O -3.203 2.422 4.334 -0.29
P -4.190 2.011 3.166 1.08
O -4.358 2.981 2.086 -0.69
O -5.564 1.648 3.892 -0.35
C -5.539 0.896 5.110 -0.68
O -3.564 0.615 2.757 -0.24
C -4.195 -0.081 1.676 -0.86
H -3.111 3.579 6.017 0.25
H -2.861 4.457 4.493 0.24
H -4.496 3.944 4.971 0.36
H -5.587 1.580 5.958 0.26
H -4.642 0.283 5.189 0.33
H -6.415 0.252 5.123 0.27
H -5.243 -0.282 1.911 0.46
H -3.674 -1.026 1.539 0.22
H -4.127 0.501 0.758 0.34
```

- SMILES = CCCCCCCP(CCCCN(C)C(C)=O)B(O)OCC.COP(=O)(OC)OC.COP(=O)(OC)OC.COP(=O)(OC)OC
- largest force on an atom (eV/A) = 1.3
- total charge = 0
- HOMO level (hartree) = -0.2815
- LUMO (eV) = 0.553
- 2S+1 = 1
- electronic energy (eV) = -96973.544

***

> The highest total charge belongs to which entry?

C25H60N6O3P

***

> Look up the HOMO level of the second one.

-0.2815 hartree

***

> Look up the largest force on an atom of the second one.

1.3 eV/A

***

> The highest LUMO belongs to which entry?

C25H62BNO15P4